{
  "formula": "C24H30AsN5OS2Sn",
  "method": "ωB97M-V/def2-TZVPD",
  "total_energy_ha": -4526.663060,
  "charge": 4,
  "gap_ev": 3.7052,
  "de_lowest_ev": 0.000,
  "elements": ["Sn", "C", "C", "N", "C", "C", "S", "C", "C", "S", "C", "N", "C", "H", "H", "H", "H", "H", "H", "H", "H", "C", "As", "C", "C", "H", "H", "H", "H", "H", "H", "H", "H", "H", "C", "C", "C", "C", "C", "N", "C", "O", "N", "C", "C", "C", "C", "N", "C", "C", "C", "H", "H", "H", "H", "H", "H", "H", "H", "H", "H", "H", "H", "H"],
  "coordinates": [[4.833, 1.608, -1.224], [5.611, 0.264, -4.547], [6.760, 0.680, -3.694], [6.650, 1.165, -2.472], [7.881, 1.448, -1.897], [8.930, 1.178, -2.710], [8.377, 0.559, -4.203], [7.861, 1.952, -0.527], [8.887, 2.275, 0.295], [8.291, 2.754, 1.822], [6.689, 2.511, 1.313], [6.613, 2.097, 0.062], [5.513, 2.765, 2.192], [4.665, 0.594, -4.117], [5.582, -0.823, -4.641], [5.697, 0.679, -5.551], [9.983, 1.296, -2.511], [9.946, 2.239, 0.094], [5.664, 2.326, 3.177], [4.609, 2.332, 1.764], [5.358, 3.836, 2.331], [6.102, 4.244, -3.897], [5.189, 4.205, -2.193], [6.295, 5.295, -1.040], [3.582, 5.243, -2.453], [6.290, 5.283, -4.165], [5.483, 3.783, -4.664], [7.052, 3.718, -3.819], [6.441, 6.265, -1.512], [7.263, 4.818, -0.892], [5.802, 5.438, -0.080], [3.834, 6.148, -3.004], [3.168, 5.516, -1.484], [2.847, 4.669, -3.013], [-10.873, -6.187, 4.035], [-9.968, -5.283, 3.366], [-9.055, -4.464, 4.138], [-8.239, -3.591, 3.534], [-8.307, -3.434, 2.070], [-7.650, -2.502, 1.474], [-7.022, -1.315, 2.235], [-7.807, -0.720, 2.906], [-5.722, -1.116, 2.054], [-4.719, -1.599, 1.149], [-4.884, -2.574, 0.180], [-3.797, -2.889, -0.618], [-2.598, -2.218, -0.425], [-2.435, -1.278, 0.503], [-3.472, -0.986, 1.272], [-9.196, -4.309, 1.286], [-9.999, -5.172, 1.918], [-10.549, -6.485, 5.032], [-11.200, -7.024, 3.417], [-11.792, -5.571, 4.193], [-9.043, -4.581, 5.214], [-7.551, -2.976, 4.100], [-7.798, -2.375, 0.471], [-5.430, -0.291, 2.571], [-5.812, -3.103, 0.013], [-3.881, -3.645, -1.386], [-1.738, -2.444, -1.042], [-3.316, -0.220, 2.027], [-9.207, -4.209, 0.206], [-10.684, -5.804, 1.366]]
}